one) 21
Properties=species:S:1:pos:R:3 method="wB97M-V/def2-TZVPD" total_charge=+2 homo_energy_ev=-17.963
C -1.3855 0.2954 -0.1186
C -0.2009 0.9103 0.5877
C 0.3544 -1.4888 -0.5882
C 1.3597 0.0346 0.9179
N -1.0635 -0.8072 -0.7500
N 1.5155 -0.6815 -0.3543
N -0.2656 2.0756 0.9792
N -1.8674 -1.5863 -1.4836
N 2.3107 0.9819 1.3175
O -2.4673 1.0033 -0.2424
H 0.4361 -2.2879 0.2218
H 0.5678 -2.0735 -1.5437
H 1.0218 -0.6631 1.6587
H 1.9557 -0.1243 -1.1197
H -1.0382 2.5896 0.7297
H 0.5694 2.3800 1.4334
H -2.9410 -1.5180 -1.5931
H -1.4767 -2.1368 -2.2758
H 2.4898 1.1548 2.3313
H -3.0670 1.0221 -0.9154
H 3.1924 0.9196 0.8076

two) 21
Properties=species:S:1:pos:R:3 method="wB97M-V/def2-TZVPD" total_charge=+2 homo_energy_ev="-17.194 / -17.192"
C -1.2735 -1.3978 0.0990
C 0.9409 -0.5132 -0.4705
C -0.2674 1.0863 1.1383
C 1.6450 1.7426 -0.0775
N -2.2698 1.1612 -0.6861
N -2.0642 -2.3566 0.5498
N 1.9913 -0.6828 -1.3013
N 0.7678 0.6666 0.2085
N 0.0568 -1.5302 -0.2105
O -3.3251 1.3594 -0.5580
H -0.4273 0.2006 1.6502
H 0.0350 1.9469 1.8300
H -1.2129 1.4020 0.6888
H 1.0397 2.6594 0.3111
H 2.5684 1.7035 0.4986
H 1.7534 1.9066 -1.1378
H -3.0644 -2.1436 0.8106
H -1.7619 -3.2516 0.6299
H 2.6624 0.0521 -1.5653
H 1.8585 -1.5715 -1.7830
H 0.3473 -2.4399 -0.6249

What should be chosen as the most stable of them? Choose one).